C44H56Cl3N4O8PbSSi as an isolated structure, computed with ωB97M-V with the def2-TZVPD basis set.

- total charge = -1
- HOMO level (eV) = -4.709

Last column: Mulliken charge in e.
Cartesian coordinates (Å):
Pb1 -0.449 -0.477 -0.498  2.342
O1 -1.333 -3.890 3.349  -0.672
C1 -1.009 -3.323 2.328  -0.448
N1 -1.251 -1.966 2.132  -0.028
C2 -0.766 -1.056 2.875  0.510
C3 0.245 -1.283 3.908  -0.544
C4 0.618 -0.283 4.707  -0.682
C5 0.032 1.046 4.584  -0.610
C6 -0.866 1.354 3.638  -0.654
C7 -1.268 0.345 2.673  0.952
N2 -1.957 0.548 1.615  -0.136
C8 -2.783 1.642 1.389  -0.575
O2 -3.377 2.236 2.266  -0.668
C9 -3.049 1.958 -0.064  0.542
C10 -3.785 3.094 -0.365  -0.588
C11 -4.066 3.357 -1.696  -0.507
C12 -3.608 2.482 -2.667  -0.820
C13 -2.861 1.381 -2.276  -0.688
N3 -2.590 1.128 -0.998  0.468
C14 -0.407 -4.067 1.168  0.352
C15 -0.215 -5.434 1.291  -0.595
C16 0.361 -6.108 0.224  -0.872
C17 0.733 -5.391 -0.900  -1.036
C18 0.519 -4.019 -0.918  -0.975
N4 -0.052 -3.368 0.092  1.614
H1 0.672 -2.272 3.994  0.414
H2 1.377 -0.449 5.460  0.409
H3 0.356 1.816 5.274  0.385
H4 -1.282 2.345 3.548  0.618
H5 -4.121 3.735 0.437  0.509
H6 -4.633 4.238 -1.971  0.396
H7 -3.804 2.653 -3.717  0.481
H8 -2.435 0.678 -2.986  0.417
H9 -0.522 -5.934 2.198  0.549
H10 0.517 -7.179 0.273  0.430
H11 1.186 -5.874 -1.756  0.566
H12 0.822 -3.416 -1.766  0.697
C19 0.697 4.382 1.972  -1.302
C20 1.944 3.627 1.515  1.887
C21 2.406 2.669 2.605  -1.335
C22 3.063 4.606 1.163  -1.616
O3 1.632 2.787 0.392  1.615
Si1 1.394 3.108 -1.205  -2.761
S1 0.476 1.509 -2.128  -0.492
O4 0.536 4.520 -1.252  0.416
C23 0.261 5.432 -2.315  1.839
C24 -1.057 6.105 -1.953  -1.715
C25 1.390 6.456 -2.367  -1.599
C26 0.128 4.719 -3.658  -1.264
O5 2.824 3.514 -1.930  0.613
C27 3.913 2.707 -2.401  2.243
C28 4.139 1.507 -1.487  -1.285
C29 5.131 3.622 -2.391  -2.095
C30 3.611 2.247 -3.823  -1.467
H13 0.899 4.924 2.901  0.507
H14 -0.114 3.669 2.151  0.092
H15 0.370 5.083 1.209  0.003
H16 2.485 3.185 3.566  0.439
H17 3.381 2.245 2.353  0.354
H18 1.700 1.841 2.691  -0.092
H19 3.359 5.174 2.050  0.524
H20 2.739 5.306 0.389  0.117
H21 3.932 4.062 0.790  0.168
H22 -0.983 6.559 -0.962  0.328
H23 -1.859 5.363 -1.934  0.210
H24 -1.309 6.882 -2.679  0.380
H25 1.433 7.017 -1.429  0.298
H26 1.238 7.161 -3.189  0.482
H27 2.342 5.941 -2.508  0.068
H28 -0.617 3.925 -3.597  0.080
H29 1.076 4.263 -3.953  0.109
H30 -0.170 5.436 -4.429  0.569
H31 4.293 1.839 -0.457  0.175
H32 5.025 0.952 -1.807  0.615
H33 3.284 0.827 -1.503  0.009
H34 5.358 3.935 -1.369  0.387
H35 4.933 4.513 -2.990  0.361
H36 6.003 3.107 -2.802  0.378
H37 2.695 1.654 -3.836  0.027
H38 4.433 1.637 -4.211  0.499
H39 3.480 3.113 -4.478  0.312
Cl1 3.257 -3.419 1.553  -0.197
C31 3.584 -1.675 1.322  0.868
Cl2 4.992 -1.481 0.265  -0.154
Cl3 3.953 -0.967 2.908  -0.170
C32 2.290 -1.034 0.666  -0.924
O6 2.170 -1.216 -0.559  -0.138
O7 1.512 -0.472 1.459  -0.525
C33 -4.143 -2.639 -2.352  -1.657
C34 -2.896 -3.324 -1.785  2.552
C35 -3.272 -4.616 -1.065  -2.037
C36 -1.853 -3.510 -2.867  1.076
C37 -1.743 -4.691 -3.591  -0.613
C38 -0.780 -4.846 -4.581  -1.390
C39 0.097 -3.798 -4.836  -0.719
C40 0.025 -2.602 -4.132  0.261
C41 0.980 -1.457 -4.396  3.094
C42 2.406 -1.912 -4.713  -1.757
C43 0.439 -0.554 -5.508  -1.486
C44 -0.984 -2.433 -3.158  -0.834
O8 -1.113 -1.276 -2.527  0.203
H40 -4.886 -2.455 -1.569  0.442
H41 -4.601 -3.268 -3.121  0.303
H42 -3.877 -1.682 -2.806  0.304
H43 -2.466 -2.639 -1.049  -1.152
H44 -3.885 -5.265 -1.699  0.386
H45 -3.854 -4.395 -0.165  0.423
H46 -2.386 -5.179 -0.768  0.413
H47 -2.415 -5.515 -3.373  0.278
H48 -0.710 -5.771 -5.140  0.356
H49 0.866 -3.918 -5.594  0.328
H50 1.011 -0.851 -3.490  -1.268
H51 2.496 -2.264 -5.747  0.428
H52 2.729 -2.721 -4.054  0.407
H53 3.101 -1.079 -4.583  0.277
H54 1.152 0.242 -5.745  0.426
H55 -0.497 -0.085 -5.197  0.200
H56 0.254 -1.135 -6.417  0.362

One molecule with the formula C2H4ClN2P at a distorted geometry, computed with ωB97M-V with the def2-TZVPD basis set.

- expectation value of S² = 2.02
- HOMO level (alpha / beta) (eV) = -6.032 / -9.539
- 2S+1 = 3

Last column: Löwdin spin population.
Cartesian coordinates (Å):
C1 0.770 -0.288 -0.122  0.112
C2 0.449 0.996 0.020  0.413
N1 -0.099 -1.348 -0.039  0.439
N2 -2.366 0.240 0.004  0.452
P1 -1.637 -1.149 0.031  0.426
Cl1 -4.077 0.419 -0.026  0.064
H1 1.791 -0.604 -0.302  -0.004
H2 -0.558 1.312 0.214  0.024
H3 1.211 1.754 -0.037  0.025
H4 -2.199 -2.416 0.135  0.048

One molecule with the formula CH6NPS at a distorted geometry, computed with ωB97M-V with the def2-TZVPD basis set.

- HOMO level (eV) = -7.745

Last column: natural (NBO) charge in e.
Cartesian coordinates (Å):
C1 -1.188 -0.627 0.572  -0.741
N1 -0.250 1.527 0.187  -1.160
P1 2.460 -0.390 0.125  -0.226
S1 0.348 0.138 -0.112  1.020
H1 -0.910 -0.770 1.573  0.251
H2 -1.582 -1.247 -0.161  0.230
H3 -1.657 0.306 0.341  0.279
H4 0.430 2.259 -0.036  0.364
H5 2.003 -1.186 -0.943  -0.061
H6 0.345 -0.010 -1.545  0.046

Let's list ΔE to the lowest compared entry with this formula, charge and spin in order: 0.0 83.2 126.5 kcal/mol.